Entry 1:
Density functional theory data (ωB97M-V/def2-TZVPD) for a cluster of 13 separate species, C38H109N7O13 in total at a distorted geometry.

Atoms and positions in Å:
O1 2.06 -4.46 -7.35
O2 3.28 -0.48 6.33
O3 -8.80 0.12 1.58
O4 -1.48 4.74 6.92
O5 3.76 -7.11 -0.71
O6 6.99 -1.89 4.93
O7 7.58 -1.11 -1.84
O8 -3.87 -3.30 6.10
O9 -1.88 -2.62 -9.30
O10 -0.73 8.08 -0.36
O11 -0.20 6.15 -7.82
O12 0.20 0.84 -0.97
O13 7.68 3.13 -0.17
N1 -2.16 1.68 -2.59
N2 -11.83 -1.80 2.52
N3 2.81 6.38 -8.36
N4 -2.06 -0.26 -7.77
N5 6.99 -4.01 1.99
N6 -1.61 -4.49 7.71
N7 -1.20 3.51 10.41
C1 1.59 0.34 -0.92
C2 -1.97 4.36 5.63
C3 0.29 4.92 9.27
C4 7.52 -2.38 3.69
C5 3.37 -2.51 -7.86
C6 -9.99 -2.55 1.14
C7 -3.14 -2.14 -9.00
C8 -0.85 -0.08 -1.22
C9 2.23 5.37 -7.54
C10 2.48 -5.26 -1.26
C11 -1.53 -2.62 -10.69
C12 7.88 -1.34 -3.22
C13 0.84 5.81 -6.83
C14 -3.17 -1.24 -7.77
C15 2.50 0.21 5.37
C16 -1.10 4.39 9.27
C17 3.11 4.68 -6.58
C18 1.63 -0.79 4.57
C19 -3.04 -4.09 9.68
C20 -1.62 3.75 7.93
C21 9.21 -2.03 -3.49
C22 6.18 -4.52 4.16
C23 2.99 -3.54 -6.75
C24 7.79 -0.87 5.51
C25 3.40 -6.33 -1.82
C26 -0.63 6.73 -0.77
C27 -3.03 -4.26 8.17
C28 -1.48 6.32 -7.19
C29 0.86 6.34 -0.83
C30 -8.25 1.41 1.69
C31 6.54 -3.44 3.18
C32 -3.66 -2.96 7.48
C33 -10.37 -1.52 2.24
C34 -4.41 -0.38 -7.52
C35 -3.31 -0.25 -1.50
C36 -5.12 -2.85 5.63
C37 -2.16 0.80 -1.40
C38 -10.12 -0.01 1.97
H1 -1.74 5.26 9.38
H2 7.05 -5.03 4.58
H3 1.54 6.56 -0.01
H4 2.40 -1.47 4.21
H5 1.97 -4.88 -2.14
H6 1.24 -3.97 -7.41
H7 7.55 0.13 5.15
H8 -3.25 -2.00 -7.00
H9 0.90 -1.31 5.18
H10 -0.45 -2.73 -10.65
H11 -8.09 1.59 2.75
H12 -1.31 2.22 -2.52
H13 4.02 4.33 -7.07
H14 3.89 -4.03 -6.39
H15 4.04 -7.98 -1.01
H16 3.54 6.81 -7.81
H17 1.55 -0.30 -0.04
H18 2.14 7.10 -8.59
H19 -4.31 0.17 -1.62
H20 -1.03 6.66 -1.78
H21 7.75 -1.62 2.94
H22 -1.63 -4.67 6.72
H23 -1.49 -1.66 -11.20
H24 -5.10 -1.16 -7.19
H25 -4.01 -4.30 10.13
H26 -7.22 1.37 1.32
H27 1.02 -0.37 3.77
H28 1.77 0.87 5.85
H29 -1.47 3.49 5.22
H30 3.90 -3.00 -8.67
H31 4.31 -5.93 -2.28
H32 -3.13 -0.97 -2.30
H33 5.73 -3.99 5.00
H34 1.08 4.17 9.28
H35 9.24 -3.00 -2.99
H36 0.59 5.68 10.00
H37 -3.03 -2.07 7.49
H38 -5.15 -1.76 5.60
H39 -1.33 -0.90 -8.07
H40 0.48 5.46 8.34
H41 2.03 -0.21 -1.75
H42 -9.94 -1.75 3.21
H43 -2.35 -4.75 10.22
H44 -8.80 2.18 1.14
H45 -2.76 -3.07 9.96
H46 -2.31 1.43 -0.53
H47 -2.21 6.63 -7.93
H48 7.17 -3.40 1.20
H49 -2.21 0.19 -8.66
H50 7.62 -0.92 6.59
H51 -3.06 4.37 5.60
H52 0.92 6.64 -6.13
H53 -1.85 5.39 -6.76
H54 2.45 -2.95 -6.00
H55 5.59 -5.31 3.70
H56 -0.27 3.15 10.56
H57 -5.94 -3.42 6.08
H58 1.66 -5.61 -0.65
H59 6.15 -4.52 1.74
H60 3.42 5.25 -5.71
H61 8.42 -2.98 3.87
H62 -10.54 -2.34 0.22
H63 2.86 -7.01 -2.47
H64 -10.78 0.28 1.15
H65 -5.33 -3.09 4.59
H66 0.95 5.29 -1.13
H67 7.89 -0.24 -1.58
H68 2.50 -1.98 -8.26
H69 7.65 3.77 -0.89
H70 -0.49 -0.63 -2.08
H71 -1.04 -0.74 -0.37
H72 -2.06 -3.35 -11.30
H73 -4.33 0.49 -6.87
H74 -1.55 7.09 -6.42
H75 0.51 5.04 -6.13
H76 2.40 1.06 -0.80
H77 -10.29 -3.57 1.41
H78 9.43 -2.14 -4.55
H79 -12.25 -1.33 3.30
H80 -2.70 3.65 8.02
H81 -2.09 1.14 -3.44
H82 5.63 -2.95 2.83
H83 8.83 -0.98 5.20
H84 -3.84 -2.97 -8.89
H85 -3.67 -5.10 7.92
H86 -1.07 6.01 -0.09
H87 -4.61 -2.86 8.01
H88 -1.18 2.79 7.67
H89 -12.33 -1.46 1.70
H90 -0.62 8.75 -1.04
H91 -8.92 -2.69 1.00
H92 9.97 -1.31 -3.20
H93 -4.85 0.04 -8.43
H94 7.89 -0.32 -3.59
H95 1.26 6.91 -1.67
H96 -10.20 0.59 2.88
H97 1.77 4.64 -8.20
H98 -1.21 -5.28 8.19
H99 3.10 0.85 4.73
H100 -1.67 2.72 9.99
H101 -3.40 -1.58 -9.89
H102 -3.46 -0.72 -0.53
H103 6.96 -1.82 -3.56
H104 2.65 3.76 -6.20
H105 8.16 3.58 0.53
H106 4.09 -0.73 5.88
H107 4.02 -1.71 -7.50
H108 3.07 -4.47 -0.78
H109 -1.79 5.23 5.00

As for the total charge: 0. Its spin multiplicity is 1.

***

Entry 2:
Density functional theory data (ωB97M-V/def2-TZVPD) for a structure of composition C38H111N3O29 at a distorted geometry.

Atoms and positions in Å:
O1 -33.78 -23.56 5.45
O2 -25.14 -25.73 -1.98
O3 -27.97 -25.98 -1.88
O4 -32.14 -20.12 5.35
O5 -28.63 -19.23 1.55
O6 -23.81 -22.99 -1.68
O7 -31.05 -22.79 5.35
O8 -27.87 -25.99 2.74
O9 -30.96 -22.75 2.32
O10 -35.22 -27.89 0.34
O11 -28.35 -24.59 9.26
O12 -35.72 -26.55 2.80
O13 -34.27 -28.34 4.34
O14 -33.43 -18.00 -0.49
O15 -33.59 -22.96 -4.75
O16 -28.19 -21.26 -2.37
O17 -37.69 -24.28 3.12
O18 -25.47 -18.89 -2.60
O19 -26.08 -23.35 2.17
O20 -31.53 -27.29 4.68
O21 -35.15 -22.42 0.99
O22 -33.71 -21.54 3.41
O23 -31.51 -19.00 1.22
O24 -30.63 -27.70 2.65
O25 -28.41 -24.35 -5.15
O26 -25.69 -19.74 1.87
O27 -34.46 -25.10 -0.58
O28 -25.56 -25.55 4.27
O29 -37.05 -24.29 0.25
N1 -29.68 -25.19 5.84
N2 -27.92 -21.66 0.44
N3 -32.93 -22.74 -1.18
C1 -33.14 -28.74 3.61
C2 -28.42 -25.87 -3.23
C3 -30.29 -26.44 3.18
C4 -32.22 -19.90 0.37
C5 -27.61 -18.28 1.32
C6 -29.27 -23.61 -0.05
C7 -28.86 -26.30 3.71
C8 -33.58 -26.15 -0.16
C9 -29.28 -22.27 0.65
C10 -34.91 -23.16 4.73
C11 -29.60 -22.38 2.15
C12 -34.31 -23.80 -5.65
C13 -31.39 -22.72 3.68
C14 -33.43 -23.57 -3.49
C15 -28.97 -23.42 9.75
C16 -24.61 -24.73 3.59
C17 -30.29 -21.67 5.82
C18 -26.36 -18.53 2.19
C19 -30.80 -20.46 5.05
C20 -36.26 -21.92 0.25
C21 -36.98 -23.08 -0.50
C22 -28.30 -24.64 7.87
C23 -27.53 -20.00 -2.59
C24 -29.47 -26.89 7.60
C25 -24.95 -24.91 -0.83
C26 -34.20 -27.50 -0.54
C27 -34.61 -22.65 3.33
C28 -26.06 -20.13 -2.27
C29 -25.08 -23.38 -1.14
C30 -28.28 -24.44 -3.74
C31 -33.58 -19.31 0.03
C32 -31.89 -28.63 4.46
C33 -29.50 -25.41 7.28
C34 -25.14 -23.35 3.25
C35 -31.28 -22.37 -2.92
C36 -35.43 -25.23 3.18
C37 -36.59 -24.59 3.99
C38 -32.77 -22.51 -2.62
H1 -30.81 -21.64 -2.25
H2 -33.22 -21.54 -2.86
H3 -33.90 -24.81 -5.63
H4 -33.40 -28.24 -0.60
H5 -29.94 -21.48 0.27
H6 -28.65 -24.36 0.44
H7 -30.38 -25.00 7.79
H8 -34.49 -22.66 0.31
H9 -25.76 -25.13 -0.14
H10 -30.79 -23.43 4.26
H11 -36.92 -25.26 4.78
H12 -34.12 -20.78 2.99
H13 -28.93 -23.07 2.67
H14 -29.10 -21.10 -2.63
H15 -26.03 -20.41 -1.21
H16 -30.05 -27.91 1.91
H17 -35.28 -24.51 2.37
H18 -30.37 -25.81 5.45
H19 -30.55 -19.12 1.13
H20 -33.22 -29.71 3.11
H21 -30.24 -19.59 5.40
H22 -34.08 -19.83 -0.78
H23 -30.43 -27.37 7.42
H24 -35.56 -26.79 1.87
H25 -31.10 -29.16 3.92
H26 -36.99 -21.37 0.84
H27 -26.33 -20.45 1.74
H28 -28.86 -23.48 -1.06
H29 -30.27 -23.99 -0.27
H30 -32.15 -22.69 -0.54
H31 -31.00 -22.02 -3.92
H32 -30.48 -25.62 2.49
H33 -35.44 -22.46 2.64
H34 -34.13 -19.37 0.98
H35 -24.52 -19.01 -2.53
H36 -30.59 -23.59 5.69
H37 -25.67 -22.97 4.14
H38 -35.80 -28.51 -0.10
H39 -28.02 -19.20 -2.02
H40 -27.28 -18.27 0.27
H41 -23.98 -25.08 -0.37
H42 -34.78 -27.69 3.83
H43 -35.29 -25.15 -0.08
H44 -28.25 -23.64 7.43
H45 -25.94 -23.13 -1.77
H46 -29.46 -26.19 -3.26
H47 -32.66 -20.43 4.59
H48 -33.16 -17.43 0.23
H49 -28.24 -22.61 9.67
H50 -27.68 -19.69 -3.63
H51 -24.54 -25.43 -2.68
H52 -29.94 -23.15 9.31
H53 -36.57 -23.24 -1.50
H54 -36.23 -23.65 4.42
H55 -27.24 -22.31 0.85
H56 -37.27 -24.04 1.16
H57 -25.68 -17.69 2.01
H58 -26.58 -18.57 3.26
H59 -29.24 -23.49 10.80
H60 -30.63 -20.60 3.98
H61 -34.60 -25.21 3.89
H62 -26.94 -23.58 2.53
H63 -29.33 -24.24 -5.39
H64 -24.32 -22.67 3.04
H65 -23.67 -23.41 -2.53
H66 -35.65 -23.96 4.65
H67 -28.98 -23.80 -3.20
H68 -24.18 -25.19 2.70
H69 -34.05 -23.41 2.76
H70 -27.84 -26.61 -3.78
H71 -30.95 -26.24 4.02
H72 -30.53 -21.65 6.88
H73 -27.95 -17.28 1.57
H74 -32.43 -23.04 3.63
H75 -27.03 -25.97 3.23
H76 -28.62 -27.21 4.28
H77 -29.33 -27.03 8.68
H78 -34.36 -23.87 -2.99
H79 -31.35 -21.72 4.10
H80 -33.06 -22.93 5.30
H81 -25.16 -22.81 -0.21
H82 -38.46 -24.52 3.63
H83 -32.60 -25.94 -0.58
H84 -33.37 -23.67 -1.14
H85 -27.02 -26.12 -1.86
H86 -28.82 -25.52 5.41
H87 -25.64 -20.96 -2.85
H88 -28.38 -20.10 1.15
H89 -27.33 -24.02 -3.42
H90 -35.39 -22.36 5.30
H91 -30.73 -23.31 -2.85
H92 -35.34 -23.86 -5.29
H93 -29.41 -21.41 2.62
H94 -38.00 -22.71 -0.69
H95 -29.22 -21.80 5.60
H96 -33.53 -26.07 0.93
H97 -35.87 -21.27 -0.53
H98 -32.36 -20.85 0.89
H99 -27.40 -25.22 7.62
H100 -28.93 -25.53 4.48
H101 -34.55 -27.32 -1.56
H102 -25.16 -26.43 4.31
H103 -33.04 -28.02 2.78
H104 -23.72 -24.57 4.21
H105 -34.25 -23.47 -6.68
H106 -32.82 -24.48 -3.59
H107 -31.65 -20.00 -0.55
H108 -32.33 -26.82 4.96
H109 -27.80 -21.70 -0.57
H110 -28.68 -27.40 7.05
H111 -32.06 -29.16 5.40

As for the total charge: 0. The relative energy (zero: lowest compared OMol25 entry of this formula, charge and spin) is 425.6 kcal per mole. Its spin multiplicity is 1.

***

no.,HOMO-LUMO gap (eV),E_HOMO (eV)
1,8.918,-8.865
2,6.780,-6.544